(1)
{"formula": "C37H36N7OPTi", "method": "the ωB97M-V functional and the def2-TZVPD basis", "energy_ha": -3080.5167, "gap_ha": [0.2110, 0.3216], "total_charge": 2, "e_lumo_ev": [-4.617, -4.600], "fmax_ev_per_a": 6.06, "spin_multiplicity": 3, "species": ["Ti", "C", "N", "C", "C", "N", "C", "C", "C", "C", "C", "C", "N", "C", "N", "C", "C", "C", "C", "C", "C", "N", "H", "H", "H", "H", "H", "H", "H", "H", "H", "H", "H", "H", "H", "H", "H", "O", "P", "C", "C", "C", "C", "C", "C", "C", "C", "C", "C", "C", "C", "C", "C", "C", "C", "C", "C", "H", "H", "H", "H", "H", "H", "H", "H", "H", "H", "H", "H", "H", "H", "H", "C", "N", "C", "C", "N", "H", "H", "H", "H", "H", "H"], "positions_angstrom": [[-6.6672, 2.3350, 17.3455], [-5.5176, -0.3496, 17.1207], [-6.2384, 0.2947, 18.1999], [-5.4298, 0.4058, 19.4530], [-4.7476, 1.7266, 19.4575], [-5.0161, 2.7592, 18.6581], [-4.1479, 3.8326, 19.1211], [-3.8330, 5.0288, 18.4855], [-2.6584, 5.6524, 18.9247], [-1.8388, 5.1058, 19.8742], [-2.2233, 3.9677, 20.5986], [-3.3425, 3.3031, 20.1868], [-3.7468, 1.9702, 20.3278], [-5.7146, 0.4065, 15.8226], [-5.7610, 1.7308, 15.6764], [-5.5948, 1.9954, 14.2599], [-5.2103, 3.1752, 13.6075], [-4.7607, 3.0302, 12.2877], [-4.6857, 1.7807, 11.6669], [-4.9932, 0.6005, 12.3676], [-5.4818, 0.7418, 13.6511], [-5.5649, -0.2494, 14.6347], [-5.8119, -1.4076, 16.9722], [-4.4468, -0.3330, 17.2978], [-7.1344, -0.2005, 18.3667], [-4.6500, -0.3425, 19.4776], [-6.0798, 0.2741, 20.3110], [-4.4936, 5.4727, 17.7351], [-2.3389, 6.5519, 18.3907], [-0.9050, 5.5917, 20.0949], [-1.5302, 3.6544, 21.3793], [-3.2922, 1.3094, 20.9549], [-5.2412, 4.1633, 14.0771], [-4.4297, 3.9169, 11.7337], [-4.3196, 1.7467, 10.6260], [-4.8163, -0.3958, 11.9325], [-5.4996, -1.2352, 14.4903], [-8.5348, 2.0462, 17.2889], [-9.9929, 1.2931, 17.1764], [-10.3550, 1.0230, 15.4641], [-11.2770, 0.0144, 15.0934], [-11.6333, -0.1624, 13.7449], [-11.1386, 0.6908, 12.7648], [-10.2701, 1.7343, 13.1287], [-9.9546, 1.9604, 14.4887], [-9.8871, -0.2505, 18.0498], [-9.6281, -1.4853, 17.3878], [-9.6278, -2.6832, 18.1128], [-9.7404, -2.6525, 19.5311], [-9.8972, -1.4244, 20.1880], [-10.0406, -0.2624, 19.4516], [-11.3036, 2.1764, 17.9453], [-11.2249, 3.5532, 18.0913], [-12.3001, 4.3128, 18.5266], [-13.4755, 3.6830, 18.9309], [-13.5607, 2.2854, 18.7737], [-12.4874, 1.5242, 18.3261], [-11.7426, -0.6280, 15.8753], [-12.3536, -0.9655, 13.5329], [-11.3961, 0.4790, 11.7336], [-9.7206, 2.2963, 12.3908], [-9.2806, 2.7910, 14.7545], [-9.4471, -1.4931, 16.3055], [-9.5092, -3.6230, 17.5442], [-9.6720, -3.5861, 20.0918], [-10.0754, -1.3826, 21.2639], [-10.3098, 0.6196, 20.0246], [-10.2595, 4.0138, 17.9170], [-12.1904, 5.3797, 18.5533], [-14.3254, 4.2786, 19.2678], [-14.5137, 1.8155, 18.9921], [-12.6061, 0.4427, 18.2739], [-7.3506, 7.3625, 15.7835], [-7.8026, 5.9822, 15.4059], [-8.9937, 5.9808, 14.5289], [-7.4003, 4.8981, 16.0457], [-6.6001, 4.2201, 16.6570], [-8.1611, 7.9060, 16.2565], [-7.0173, 7.9180, 14.8982], [-6.4998, 7.3147, 16.5004], [-9.8804, 6.2873, 15.1070], [-9.2100, 4.9798, 14.1269], [-8.8864, 6.6874, 13.7058]]}

***

(2)
{"formula": "C37H36N8NiOSe", "method": "the ωB97M-V functional and the def2-TZVPD basis", "energy_ha": -5854.6752, "gap_ha": [0.2453, 0.2344], "e_lumo_ev": [-0.457, -0.754], "fmax_ev_per_a": 0.84, "spin_multiplicity": 3, "species": ["Ni", "C", "C", "N", "C", "C", "C", "C", "C", "C", "C", "N", "C", "C", "C", "C", "C", "C", "C", "C", "N", "C", "H", "H", "H", "H", "H", "H", "H", "H", "H", "H", "H", "H", "C", "C", "C", "C", "N", "C", "Se", "N", "C", "C", "C", "C", "C", "C", "C", "C", "C", "C", "H", "H", "H", "H", "H", "H", "H", "H", "H", "H", "H", "H", "H", "H", "H", "H", "H", "H", "H", "H", "H", "H", "N", "C", "O", "C", "C", "N", "C", "N", "H", "H"], "positions_angstrom": [[2.8541, 0.7921, -0.3728], [-0.1855, 1.7804, -3.3201], [0.5462, 1.0447, -2.3738], [1.7712, 1.3645, -2.0253], [2.3752, 2.4501, -2.5895], [1.7135, 3.2533, -3.5292], [0.3984, 2.8769, -3.8894], [2.3725, 4.4014, -4.0368], [3.6245, 4.7001, -3.5859], [4.3020, 3.8901, -2.6472], [3.7121, 2.7517, -2.1439], [4.1804, 1.8682, -1.1986], [5.4195, 1.8580, -0.5961], [6.6260, 2.3030, -1.0878], [7.8055, 2.1904, -0.3181], [7.8070, 1.6520, 0.9353], [6.5935, 1.1555, 1.4742], [6.4703, 0.5937, 2.7646], [5.2591, 0.1392, 3.2056], [4.1519, 0.2065, 2.3423], [4.2409, 0.7178, 1.1371], [5.4274, 1.2270, 0.6976], [-1.1975, 1.4792, -3.5508], [0.1055, 0.1919, -1.8742], [-0.1397, 3.4779, -4.6128], [1.8668, 5.0316, -4.7565], [4.1264, 5.5872, -3.9511], [5.2813, 4.1938, -2.3098], [6.6851, 2.7313, -2.0775], [8.7326, 2.5523, -0.7442], [8.7154, 1.5917, 1.5200], [7.3459, 0.5339, 3.3999], [5.1364, -0.2795, 4.1939], [3.1790, -0.1698, 2.6367], [-5.0638, 2.8388, 1.3203], [-5.6009, 1.4174, 1.4312], [-5.1992, 0.7270, 2.7329], [-3.7220, 0.3557, 2.8099], [-3.4079, -0.7865, 1.9590], [-2.6914, -0.7520, 0.8081], [-2.0552, 0.7517, -0.0281], [-2.5011, -2.0432, 0.4132], [-1.7119, -2.4894, -0.7230], [-2.5732, -3.0482, -1.8500], [-3.3289, -1.9583, -2.6302], [-2.7749, -1.7538, -4.0346], [-3.0467, -2.9034, 1.3559], [-3.0579, -4.2860, 1.4445], [-3.6852, -4.8391, 2.5506], [-4.2744, -4.0372, 3.5296], [-4.2523, -2.6533, 3.4420], [-3.6238, -2.1033, 2.3368], [-5.4229, 3.3249, 0.4121], [-3.9742, 2.8473, 1.2802], [-5.3842, 3.4446, 2.1718], [-5.2442, 0.8260, 0.5824], [-6.6919, 1.4327, 1.3645], [-5.7917, -0.1830, 2.8668], [-5.4328, 1.3766, 3.5820], [-3.4292, 0.0825, 3.8237], [-3.0690, 1.1671, 2.4940], [-0.9935, -3.2287, -0.3615], [-1.1596, -1.6113, -1.0605], [-3.2733, -3.7798, -1.4405], [-1.9116, -3.6064, -2.5192], [-3.2640, -1.0155, -2.0812], [-4.3912, -2.2031, -2.6861], [-1.7186, -1.4706, -4.0010], [-3.3119, -0.9682, -4.5685], [-2.8463, -2.6685, -4.6272], [-2.5798, -4.9075, 0.6998], [-3.7107, -5.9148, 2.6612], [-4.7523, -4.5050, 4.3800], [-4.6950, -2.0345, 4.2103], [1.8268, -1.8553, -0.4291], [1.2231, -1.1820, 0.6190], [1.3651, 0.0799, 0.7123], [0.4959, -1.9405, 1.5472], [0.2520, -3.3066, 1.2771], [0.0251, -4.4031, 0.9916], [-0.0164, -1.3434, 2.7241], [-0.4383, -0.8598, 3.6820], [1.5936, -2.8223, -0.6035], [1.9886, -1.3468, -1.2875]]}